Record 1
The following is a DFT calculation (the ωB97M-V functional and the def2-TZVPD basis) of C35H37BF4P2Sr as an isolated structure.

Structure (XYZ):
```
80
Properties=species:S:1:pos:R:3:forces:R:3
Sr 0.09247 1.96247 -1.80828 0.3 0.0 0.9
C -1.92909 1.28218 -5.89999 -0.7 -0.7 0.2
C -1.86103 -0.01283 -5.53170 -1.2 0.8 -0.3
C -1.28106 -1.11301 -6.35174 0.3 -0.4 -0.1
C 0.14641 -0.84890 -6.89940 -0.8 -0.5 0.0
C 0.97784 0.06554 -6.06937 0.8 0.3 -0.4
C 1.04756 1.39182 -6.21290 0.8 -0.4 -0.5
C 0.15517 2.26966 -7.02201 -0.2 0.3 -0.5
C -1.32938 1.84844 -7.14604 0.1 0.2 -0.2
C 1.51250 -0.18231 -0.06211 0.1 -0.7 0.4
H -2.58408 1.98684 -5.35508 0.6 -0.6 -0.1
H -2.41989 -0.36845 -4.65533 0.3 0.4 -0.5
H -1.93548 -1.30314 -7.21972 0.1 -0.1 0.3
H -1.27842 -2.02708 -5.73317 0.0 0.3 -0.3
H 0.64404 -1.82999 -6.94887 0.0 0.4 -0.2
H 0.05994 -0.46590 -7.92571 0.2 -0.1 0.3
H 1.69561 -0.44907 -5.43367 0.0 0.4 -0.3
H 1.97116 1.90424 -5.93271 -0.6 -0.3 0.5
H 0.56724 2.32471 -8.04778 -0.1 0.2 0.3
H 0.22234 3.29616 -6.61025 -0.1 -0.4 -0.2
H -1.90030 2.76116 -7.38140 0.2 -0.4 -0.3
H -1.44247 1.12664 -7.96839 0.0 0.3 0.1
H 1.02476 0.75730 0.21313 0.2 -0.3 0.0
H 2.32512 -0.32004 0.64851 -0.1 0.0 0.3
H 0.80101 -1.02455 0.02393 0.3 0.5 0.0
P -1.56188 -0.93676 -1.97945 1.3 0.4 -0.6
P 2.31478 -0.20007 -1.65980 -1.0 1.3 -1.9
C -0.09103 -1.26290 -2.97028 -2.8 -1.0 -0.3
C 1.24299 -0.89195 -2.91403 2.5 0.6 0.9
C -2.55972 -2.42695 -1.85099 -0.3 -0.8 0.0
C -2.90824 -3.27622 -2.92479 -0.4 0.0 0.7
C -3.73352 -4.38444 -2.68502 0.2 0.1 0.1
C -4.18726 -4.66367 -1.39654 0.2 0.3 0.5
C -3.81564 -3.83554 -0.32359 0.0 -0.2 -0.2
C -3.00179 -2.73094 -0.53817 0.0 0.0 -0.9
C -2.73782 0.36525 -2.53382 0.2 -0.1 -1.7
C -2.22117 1.60584 -3.03467 -0.3 0.0 0.5
C -2.94571 2.79399 -2.87625 -0.4 -0.3 -0.4
C -4.31470 2.69201 -2.57304 0.2 0.5 0.1
C -4.90452 1.43121 -2.47569 0.1 -0.2 0.0
C -4.14346 0.25704 -2.45767 0.6 0.8 0.6
C 3.80792 -1.18254 -1.57801 0.7 -0.5 0.3
C 3.61091 -2.50518 -1.13223 0.5 0.2 -0.2
C 4.71125 -3.34049 -0.94762 0.1 0.2 -0.1
C 6.00166 -2.86332 -1.23046 -0.3 0.4 0.0
C 6.19028 -1.55932 -1.72365 -0.1 -0.3 0.1
C 5.09787 -0.69810 -1.88438 -0.4 -0.5 0.1
C 2.70790 1.54835 -2.06980 -0.2 -2.5 0.5
C 2.81245 2.63205 -1.14974 0.1 1.2 0.7
C 2.76408 3.94630 -1.64101 0.1 -0.5 0.6
C 2.70258 4.20705 -3.01218 -0.1 1.8 0.2
C 2.64949 3.14837 -3.91474 -0.3 -1.4 -0.4
C 2.61746 1.83832 -3.44724 0.0 1.0 -1.7
H -0.32380 -2.08011 -3.65190 0.3 0.2 -0.4
H 1.87846 -1.26337 -3.73915 -0.4 0.2 0.5
H -2.58256 -3.08706 -3.94724 0.0 0.1 0.3
H -4.01573 -5.05047 -3.49980 0.1 0.2 0.1
H -4.81243 -5.53767 -1.19332 0.2 0.3 -0.2
H -4.13801 -4.05018 0.69443 0.0 -0.1 -0.3
H -2.70913 -2.07144 0.27918 -0.1 -0.2 -0.2
H -1.34086 1.60083 -3.73209 -0.4 -0.1 1.1
H -2.46572 3.77359 -3.07822 -0.5 -0.6 -0.1
H -4.91949 3.60517 -2.48036 0.3 -0.5 0.0
H -5.98366 1.34948 -2.38054 0.1 0.1 0.0
H -4.61155 -0.72029 -2.36206 0.1 0.2 0.2
H 2.59451 -2.86974 -0.94286 0.4 0.1 -0.1
H 4.55343 -4.36464 -0.59940 0.2 0.4 -0.1
H 6.86265 -3.50799 -1.04678 -0.2 0.2 -0.2
H 7.19610 -1.21465 -1.98655 -0.4 -0.1 0.2
H 5.23463 0.32195 -2.26004 -0.1 -0.4 0.2
H 2.98739 2.46201 -0.08105 -0.2 0.1 -0.4
H 2.81565 4.79180 -0.94485 0.0 -0.4 -0.2
H 2.69919 5.24585 -3.38855 0.0 -0.7 0.4
H 2.61049 3.37009 -4.98927 0.0 -0.2 0.6
H 2.46524 1.03609 -4.17410 0.2 0.2 0.4
F -1.47076 0.24992 0.20955 0.2 1.2 1.8
B -1.15993 1.05630 1.35633 -0.2 0.2 -0.8
F -0.31808 0.36813 2.20942 -0.3 0.5 -0.2
F -0.36424 2.21929 0.68592 -0.4 -0.6 0.3
F -2.30454 1.57218 1.91242 0.6 -0.1 0.0
```
Forces are in eV/Å.

## Properties
Kohn-Sham gap (alpha / beta), eV: 5.33 / 4.92
Relative energy (zero: lowest compared OMol25 entry of this formula, charge and spin), kcal per mole: 0.00
E_LUMO (alpha / beta), eV: -0.0653 / 0.0005

Formally, the Löwdin partial charges of the atoms, in units of the elementary charge, are as follows: 1.52 -0.12 -0.12 -0.18 -0.17 -0.11 -0.13 -0.18 -0.18 -0.20 0.10 0.08 0.12 0.09 0.11 0.11 0.07 0.07 0.12 0.11 0.11 0.11 0.00 0.08 0.08 1.02 0.88 -0.38 -0.37 -0.37 -0.08 -0.09 -0.09 -0.08 -0.09 -0.37 -0.33 -0.11 -0.09 -0.07 -0.06 -0.31 -0.08 -0.08 -0.08 -0.08 -0.06 -0.49 -0.19 -0.13 -0.15 -0.13 -0.19 0.04 0.06 0.09 0.10 0.10 0.10 0.10 0.06 0.12 0.11 0.11 0.11 0.12 0.11 0.10 0.11 0.11 0.11 0.11 0.10 0.10 0.07 -0.04 -1.13 0.15 -0.14 0.16

***

Record 2
The following is a DFT calculation (the ωB97M-V functional and the def2-TZVPD basis) of a 2-piece molecular cluster, C3H8N2O4 overall.

Structure (XYZ):
```
17
Properties=species:S:1:pos:R:3:forces:R:3
C -0.56415 1.99981 0.59363 -0.5 -0.8 0.9
C -0.84803 0.80285 -0.27468 2.1 1.6 -4.5
O -1.83922 0.70441 -0.99384 1.0 -0.9 1.7
H -0.87497 -0.64837 1.05313 1.7 -2.6 0.0
H 0.06226 1.71758 1.44121 0.1 0.3 -0.1
H -1.51600 2.40192 0.94638 0.1 -0.1 0.0
H -0.07552 2.77279 -0.00319 0.2 -0.3 -0.1
N 0.36226 0.00808 -0.67626 -2.4 0.7 0.8
C -0.05710 -1.52893 0.86509 -2.5 0.9 3.4
N 1.66044 0.49204 -0.50107 0.2 0.0 0.1
O 0.15838 -0.72827 -1.84168 -0.3 0.3 -0.2
O -0.70198 -2.58167 0.31086 0.5 0.4 -0.3
O 0.95011 -1.64580 1.54351 -0.3 0.5 -1.3
H -0.80034 -0.55619 -2.00447 0.4 -0.1 -0.2
H -0.16251 -3.36506 0.52190 0.0 0.2 -0.3
H 2.03006 -0.01050 0.30999 0.0 -0.1 0.0
H 2.21633 0.16531 -1.29052 -0.3 0.3 -0.1
```
Forces are in eV/Å.

## Properties
Kohn-Sham gap, eV: 8.90
Relative energy (zero: lowest compared OMol25 entry of this formula, charge and spin), kcal per mole: 113.63
E_LUMO, eV: 0.2665

Formally, the Löwdin partial charges of the atoms, in units of the elementary charge, are as follows: 0.01 -0.42 0.08 0.16 0.09 0.09 0.10 -0.28 -0.45 0.11 0.01 0.07 0.02 0.10 0.13 0.08 0.10

***

Record 3
The following is a DFT calculation (the ωB97M-V functional and the def2-TZVPD basis) of C30H20Cl3NO5S3Ti as an isolated structure.

Structure (XYZ):
```
63
Properties=species:S:1:pos:R:3:forces:R:3
Ti -0.10698 0.28471 0.40672 0.2 0.0 -0.1
O 1.40088 -0.88176 -0.26913 0.1 -0.1 -0.2
N 1.83817 -1.96981 0.38056 -0.1 0.1 0.0
C 2.62697 -1.74189 1.45419 0.1 0.0 0.1
C 3.12307 -2.75494 2.21757 0.0 -0.1 0.0
C 2.78988 -4.06912 1.84574 0.0 0.0 0.0
C 2.02337 -4.28407 0.73835 0.0 0.0 0.0
C 1.51922 -3.22558 -0.07490 0.1 -0.1 0.1
S 0.63115 -3.50430 -1.47613 0.0 0.0 0.0
H 2.82067 -0.69592 1.63854 0.0 0.0 0.0
H 3.74293 -2.52733 3.07177 0.0 0.0 0.0
H 3.14621 -4.90962 2.42834 0.0 0.0 0.0
H 1.76287 -5.28252 0.41904 0.0 0.0 0.0
Cl 1.96394 0.64875 7.44205 0.0 0.0 0.0
C 1.68172 0.82773 5.72807 0.0 0.0 0.0
C 0.84357 -0.06104 5.07977 0.0 0.0 0.0
C 0.64707 0.10298 3.72463 0.0 0.0 -0.1
Cl -0.38501 -1.00190 2.85524 0.1 -0.1 0.1
C 1.25211 1.11599 2.95523 -0.1 0.1 0.0
O 1.05855 1.23174 1.67810 0.1 0.0 0.1
C 2.08690 1.99006 3.67907 0.0 0.0 0.0
Cl 2.86733 3.26987 2.81533 0.0 0.0 0.0
C 2.30253 1.85508 5.03853 0.0 0.0 0.0
H 0.35777 -0.86479 5.61374 0.0 0.0 0.0
H 2.95376 2.54738 5.55235 0.0 0.0 0.0
O -3.52026 2.42595 1.37894 -0.1 -0.1 0.0
C -2.46877 2.19818 0.79592 0.2 0.1 0.1
O -1.78175 1.12006 0.97779 -0.3 0.4 0.2
C -1.92394 3.24166 -0.16372 0.0 -0.1 0.0
C -2.48189 4.51307 -0.01790 0.0 0.1 0.0
C -2.11379 5.57712 -0.81900 0.0 0.0 0.0
C -1.16984 5.36812 -1.81615 0.0 0.0 0.0
C -0.61557 4.11399 -1.98402 0.0 0.1 0.0
C -0.96212 3.02952 -1.16692 -0.1 -0.1 -0.1
S -0.14797 1.50497 -1.59447 0.0 0.2 0.0
H -3.23004 4.63031 0.75455 0.0 0.0 0.0
H -2.55829 6.55373 -0.67273 0.0 0.0 0.0
H -0.86317 6.18160 -2.46337 0.0 0.0 0.0
H 0.11786 3.94405 -2.76228 0.0 0.0 0.0
O -1.43065 -1.19776 -0.19381 -0.2 -0.2 -0.1
S -1.82342 -1.37537 -1.65087 0.1 0.0 0.0
C -2.73667 -2.91315 -1.62538 0.0 0.0 0.0
C -2.97907 -3.55872 -0.42735 0.0 0.0 0.0
C -3.68911 -4.75040 -0.44184 0.0 0.0 0.0
C -4.13863 -5.28240 -1.64198 0.0 0.0 0.0
C -3.87464 -4.62760 -2.83794 0.0 0.0 0.0
C -3.16551 -3.43712 -2.83407 0.0 0.0 0.0
C -3.22417 -0.28601 -1.88834 0.0 0.0 0.0
C -3.43174 0.21027 -3.16537 0.0 0.0 0.0
C -4.49171 1.07697 -3.38595 0.0 0.0 0.0
C -5.30297 1.45828 -2.32563 0.0 0.0 0.0
C -5.05965 0.97767 -1.04546 0.0 0.0 0.0
C -4.01945 0.09064 -0.81946 0.0 0.0 0.0
H -2.59624 -3.13431 0.49070 0.0 0.0 0.0
H -3.88222 -5.26901 0.48843 0.0 0.0 0.0
H -4.68758 -6.21544 -1.64832 0.0 0.0 0.0
H -4.21283 -5.04898 -3.77575 0.0 0.0 0.0
H -2.94269 -2.92435 -3.76225 0.0 0.0 0.0
H -2.74934 -0.04882 -3.96623 0.0 0.0 0.0
H -4.66032 1.48136 -4.37566 0.0 0.0 0.0
H -6.11045 2.16014 -2.49184 0.0 0.0 0.0
H -5.65009 1.32308 -0.20803 0.0 0.0 0.0
H -3.78017 -0.24416 0.18093 0.0 0.0 0.0
```
Forces are in eV/Å.

## Properties
Total charge: -1
Kohn-Sham gap (alpha / beta), eV: 7.18 / 7.28
Relative energy (zero: lowest compared OMol25 entry of this formula, charge and spin), kcal per mole: 9.85
E_LUMO (alpha / beta), eV: 2.4456 / 2.4449
2S+1: 2
<S²>: 0.753

Formally, the Löwdin partial charges of the atoms, in units of the elementary charge, are as follows: 0.72 -0.30 -0.19 -0.06 -0.07 -0.09 -0.11 -0.72 0.61 0.13 0.10 0.10 0.09 0.63 -0.68 -0.13 -0.52 0.83 -0.47 -0.22 -0.58 0.71 -0.14 0.11 0.10 0.03 -0.58 -0.20 -0.13 -0.04 -0.10 -0.11 -0.14 -0.54 0.69 0.11 0.09 0.09 0.09 -0.64 0.98 -0.39 -0.06 -0.07 -0.09 -0.08 -0.08 -0.38 -0.09 -0.08 -0.08 -0.06 -0.06 0.11 0.10 0.10 0.10 0.11 0.11 0.10 0.10 0.11 0.12

***

Record 4
The following is a DFT calculation (the ωB97M-V functional and the def2-TZVPD basis) of C18H18IrN7O2S as an isolated structure.

Structure (XYZ):
```
47
Properties=species:S:1:pos:R:3:forces:R:3
Ir 0.06500 0.39689 0.04984 0.4 -1.0 0.0
O 4.20647 0.59717 1.13940 0.6 0.0 -0.2
C 2.99127 0.55479 1.17979 -1.3 0.0 0.6
N 2.23171 0.52037 0.05270 -0.2 0.0 0.0
C 2.99133 0.55626 -1.07355 -1.3 0.0 -0.6
O 4.20675 0.60253 -1.03355 0.6 0.0 0.2
C 2.18074 0.52066 -2.33408 0.9 0.0 -0.4
C 2.80277 0.55156 -3.56963 -0.2 0.0 0.3
C 1.99210 0.49565 -4.69928 0.0 0.0 -0.2
C 0.61739 0.42226 -4.54890 0.1 0.0 0.1
C 0.07878 0.39763 -3.26534 0.0 0.0 -0.1
N 0.85338 0.43885 -2.18672 -0.1 0.2 0.7
C 2.18247 0.52638 2.44148 0.8 0.0 0.4
C 2.80416 0.58688 3.67656 -0.1 0.0 -0.3
C 1.99589 0.55083 4.80850 -0.1 0.0 0.2
C 0.62223 0.45244 4.66046 0.1 0.0 -0.1
C 0.08305 0.39208 3.37802 0.0 0.0 0.1
N 0.85584 0.42617 2.29817 -0.1 0.3 -0.7
H 3.88038 0.61911 -3.63473 0.0 0.0 0.0
H 2.43771 0.50570 -5.68562 0.0 0.0 0.0
H -0.04253 0.38734 -5.40440 0.0 0.0 0.0
H -0.99037 0.33452 -3.10407 0.0 0.0 0.0
H 3.88167 0.66153 3.73884 0.0 0.0 0.0
H 2.44095 0.59606 5.79396 0.0 0.0 0.0
H -0.03700 0.42244 5.51675 0.0 0.0 0.0
H -0.98527 0.30687 3.22146 0.0 0.0 0.0
C -4.55451 -1.35376 -0.68491 0.2 0.2 0.0
C -3.85661 -2.67281 -0.39387 -0.5 -0.3 -0.1
C -2.40289 -2.57123 -0.14089 0.5 -0.1 0.1
N -1.68717 -1.50128 -0.13703 -0.7 0.3 -0.2
N -0.36688 -1.70624 0.11780 0.4 0.3 0.1
C -0.03372 -2.97921 0.31930 -0.3 0.1 0.0
N 1.19003 -3.41592 0.58657 0.0 -0.1 0.0
S -1.42577 -3.99889 0.18780 0.1 0.2 0.0
H -5.61249 -1.54119 -0.84787 0.0 0.0 0.0
H -4.14831 -0.87707 -1.57783 0.0 -0.1 0.0
H -4.45311 -0.65140 0.14287 0.0 -0.1 0.0
H -4.01187 -3.37336 -1.22180 0.1 0.0 0.0
H -4.32680 -3.17084 0.46105 0.1 0.1 0.1
H 1.97469 -2.79290 0.66145 0.0 0.1 0.0
H 1.37459 -4.40210 0.68730 0.0 0.0 0.0
C -2.20146 4.46434 0.07052 -0.3 0.7 0.0
C -1.59302 3.17247 0.07644 0.1 -0.5 0.0
N -1.12364 2.12487 0.07055 0.1 -0.1 0.1
H -3.22738 4.40369 0.44130 0.0 -0.1 0.0
H -2.21966 4.86897 -0.94383 0.0 -0.1 0.0
H -1.64087 5.15089 0.70900 0.0 -0.1 0.0
```
Forces are in eV/Å.

## Properties
Total charge: +3
Kohn-Sham gap (alpha / beta), eV: 8.32 / 5.68
E_LUMO (alpha / beta), eV: -10.0497 / -12.5279
2S+1: 6
<S²>: 8.770

Formally, the Löwdin partial charges of the atoms, in units of the elementary charge, are as follows: 1.61 0.29 -0.34 0.00 -0.34 0.29 -0.18 0.07 0.03 0.02 -0.08 -0.01 -0.19 0.07 0.03 0.02 -0.08 -0.01 0.15 0.14 0.14 0.13 0.15 0.14 0.14 0.13 -0.08 -0.23 -0.54 -0.05 -0.20 -0.64 0.17 1.23 0.09 0.08 0.08 0.14 0.14 0.12 0.14 0.01 -0.14 0.01 0.12 0.12 0.12

***

Record 5
The following is a DFT calculation (the ωB97M-V functional and the def2-TZVPD basis) of one molecule with the formula C6H10.

Structure (XYZ):
```
16
Properties=species:S:1:pos:R:3:forces:R:3
C 0.13902 -0.87422 -2.04136 0.3 -0.2 0.1
C 0.12733 0.46062 -1.32262 -0.8 -0.4 -3.2
C -0.24474 0.69164 0.00208 -0.1 0.4 1.9
C 0.80185 0.89708 1.07161 0.1 -0.3 0.1
C 0.23554 -0.42475 1.67988 0.0 -0.1 0.5
C -1.06268 -0.24353 0.83681 -0.1 -0.2 0.1
H 0.58911 -0.83333 -3.03008 -0.1 -0.1 0.1
H -0.74782 -1.50331 -1.98039 0.2 0.0 0.2
H -0.80985 0.64390 -1.94892 0.4 0.8 0.2
H 0.90812 1.12778 -1.69271 0.0 -0.2 0.1
H 0.65941 1.73279 1.76233 0.0 0.0 -0.2
H 1.83584 0.89167 0.70324 -0.2 0.0 0.2
H 0.09207 -0.41635 2.76585 0.0 0.0 -0.1
H 0.81630 -1.31117 1.41759 -0.1 0.2 -0.2
H -1.81946 0.26088 1.45009 0.0 -0.1 -0.2
H -1.52004 -1.09970 0.32660 0.2 0.1 0.2
```
Forces are in eV/Å.

## Properties
Kohn-Sham gap (alpha / beta), eV: 7.59 / 8.42
Relative energy (zero: lowest compared OMol25 entry of this formula, charge and spin), kcal per mole: 109.30
E_LUMO (alpha / beta), eV: 0.5997 / 0.7554

Formally, the Löwdin partial charges of the atoms, in units of the elementary charge, are as follows: 0.02 -0.28 -0.27 -0.13 -0.15 -0.13 0.04 0.04 0.15 0.12 0.10 0.11 0.10 0.10 0.11 0.10

***

Record 6
The following is a DFT calculation (the ωB97M-V functional and the def2-TZVPD basis) of one molecule with the formula ClFH8Si5.

Structure (XYZ):
```
15
Properties=species:S:1:pos:R:3:forces:R:3
F 2.88718 -0.39691 2.12735 -1.4 -0.4 -0.6
Si -0.82190 -0.82010 -1.51609 -0.5 0.7 -0.1
Si -1.42833 1.04433 -0.13083 -1.5 -1.4 -0.7
Si 1.37798 -1.10592 -0.91209 1.1 -0.7 -1.1
Si -0.38770 0.66565 1.87094 -0.7 -0.4 -0.9
Si 1.48277 -0.57628 1.32134 0.9 1.3 -0.1
Cl 0.86443 1.92793 -0.68069 1.2 -0.7 0.4
H -1.53341 -2.13275 -1.32839 0.2 0.4 0.3
H -0.96929 -0.56951 -2.97406 0.3 0.1 0.1
H -1.63806 2.45967 -0.39661 -0.4 0.2 -0.2
H -2.90497 0.47571 0.03959 0.9 0.5 0.3
H 1.70731 -2.53100 -1.00598 0.0 -0.6 0.3
H 2.58575 -0.56904 -1.58015 -0.2 0.3 0.1
H 0.24547 1.74942 2.44726 1.1 1.8 0.8
H -1.46725 0.37881 2.71841 -0.9 -1.1 1.5
```
Forces are in eV/Å.

## Properties
Kohn-Sham gap, eV: 6.31
Relative energy (zero: lowest compared OMol25 entry of this formula, charge and spin), kcal per mole: 59.42
E_LUMO, eV: -2.4796

Formally, the Löwdin partial charges of the atoms, in units of the elementary charge, are as follows: -0.24 0.27 -0.02 0.17 0.27 0.55 -0.11 -0.10 -0.10 -0.11 -0.10 -0.13 -0.09 -0.12 -0.13